# C17H19NO

A cluster of 2 separate species, C17H19NO in total in a non-equilibrium geometry (ωB97M-V/def2-TZVPD, the Open Molecules 2025 dataset).

```
38
Properties=species:S:1:pos:R:3
O 0.81 4.01 3.25
N 0.08 -0.15 1.83
C -3.96 4.53 2.69
C 1.80 2.60 5.59
C -1.14 -0.92 1.57
C -2.42 5.87 1.39
C -0.54 2.71 4.69
C -1.55 4.28 3.02
C 2.13 1.72 7.82
C 1.38 -0.77 1.58
C 0.40 2.36 5.70
C -0.10 1.78 6.90
C -3.73 5.50 1.71
C -0.02 1.09 2.19
C -2.87 3.93 3.34
C -1.34 5.26 2.03
C 2.65 2.29 6.64
C 0.76 1.47 7.95
C -0.32 3.68 3.67
H 1.21 -1.84 1.47
H -2.22 6.63 0.63
H 2.05 -0.57 2.43
H -4.97 4.23 2.95
H 0.89 1.66 2.39
H 3.71 2.53 6.56
H -1.84 -0.81 2.41
H -3.07 3.18 4.11
H 2.16 3.08 4.68
H -1.54 2.30 4.80
H -1.18 1.65 7.00
H -4.57 5.97 1.20
H 2.80 1.50 8.65
H -0.32 5.54 1.77
H -0.85 -1.97 1.45
H -1.01 1.55 2.25
H -1.65 -0.56 0.66
H 0.35 1.07 8.88
H 1.85 -0.36 0.67
```

Output
- E_LUMO: -0.90 eV
- Multiplicity: 1
- E_HOMO: -5.98 eV
- Charge: 0
- Energy relative to the best compared isomer or geometry (same formula, charge and spin): 98.9 kcal per mole
- Calculated total energy: -21471.9482 eV

# C4H8N2O

A structure of composition C4H8N2O (ωB97M-V/def2-TZVPD, the Open Molecules 2025 dataset).

```
15
Properties=species:S:1:pos:R:3
O 0.09 -1.58 -0.10
N -2.21 -1.24 0.47
N -0.72 1.64 0.00
C 0.78 -0.38 -0.57
C -0.57 0.36 -0.65
C 1.79 0.12 0.44
C -1.11 -0.91 -0.02
H 2.59 -0.61 0.56
H -1.61 2.05 -0.26
H 2.21 1.07 0.11
H -2.17 -2.19 0.85
H -0.75 1.52 1.01
H -0.91 0.46 -1.69
H 1.32 0.27 1.42
H 1.25 -0.58 -1.54
```

Output
- E_LUMO: 0.95 eV
- Multiplicity: 1
- E_HOMO: -9.76 eV
- Charge: 0
- Energy relative to the best compared isomer or geometry (same formula, charge and spin): 38.8 kcal per mole
- Calculated total energy: -9304.7121 eV

# C35H44ClGe2N2O2PtSSi

A structure of composition C35H44ClGe2N2O2PtSSi in a non-equilibrium geometry (ωB97M-V/def2-TZVPD, the Open Molecules 2025 dataset).

```
89
Properties=species:S:1:pos:R:3
Pt -0.04 -0.32 -0.16
Ge 2.31 0.05 -0.24
Ge 3.24 0.37 2.15
Cl -7.23 -4.15 0.92
S -1.16 1.68 0.64
Si -2.49 4.63 0.10
O -1.04 -2.80 -1.19
O -1.90 -0.77 -1.16
N 0.32 -2.02 1.24
N 1.21 2.72 0.23
C 5.26 0.40 2.16
C 1.27 -4.76 -0.69
C -5.75 -3.53 0.26
C 4.10 -3.00 -2.59
C -0.44 -5.32 1.06
C 3.36 -1.92 -2.13
C 2.31 1.73 -2.62
C 3.35 -1.58 -0.78
C -3.35 -2.56 -0.72
C 2.60 -1.08 3.39
C -1.99 -2.03 -1.07
C 4.09 -2.37 0.09
C 1.67 5.03 -0.13
C -0.08 3.01 0.30
C 4.99 2.40 -2.59
C -3.78 -3.84 -1.06
C -5.35 -2.24 0.59
C -4.16 -1.76 0.09
C 4.18 2.83 -3.63
C 2.84 2.50 -3.64
C 4.85 -3.43 -0.36
C 0.32 5.31 -0.08
C -3.42 4.03 1.65
C -3.15 3.81 -1.49
C 0.53 -3.12 0.96
C 3.11 1.27 -1.59
C -2.75 6.52 0.02
C -0.61 4.30 0.15
C 0.83 -4.52 0.75
C 4.46 1.61 -1.58
C 2.63 2.05 3.06
C -4.99 -4.32 -0.58
C 4.87 -3.74 -1.71
C 1.96 -4.89 1.72
C 2.07 3.71 0.02
H 2.78 1.94 4.13
H -3.82 -0.77 0.34
H 6.03 2.68 -2.57
H 2.41 5.80 -0.30
H 4.08 -2.13 1.15
H 4.07 -3.27 -3.64
H 5.47 -4.57 -2.06
H 1.25 1.49 -2.60
H 1.66 -4.73 2.76
H -3.01 2.74 -1.45
H -4.45 4.38 1.61
H -2.65 4.19 -2.37
H 5.63 1.34 1.78
H 4.60 3.44 -4.42
H -2.37 6.96 -0.90
H -0.02 6.33 -0.20
H -0.74 -5.17 2.10
H 1.58 2.21 2.87
H 2.92 -2.08 3.09
H 1.51 -1.07 3.43
H 1.45 -5.82 -0.84
H -1.24 -4.99 0.41
H -0.25 -6.37 0.90
H 5.61 0.28 3.18
H 3.10 3.42 -0.04
H -2.29 7.04 0.86
H 2.98 -0.89 4.39
H 2.79 -1.32 -2.82
H -5.96 -1.63 1.24
H 2.18 -4.21 -0.91
H -2.98 4.40 2.56
H 2.20 2.86 -4.44
H -3.17 -4.46 -1.69
H -5.34 -5.31 -0.83
H 2.22 -5.94 1.58
H -3.45 2.95 1.70
H 0.50 -4.43 -1.38
H 5.09 1.28 -0.77
H -4.22 4.00 -1.61
H 5.45 -4.00 0.34
H 5.68 -0.41 1.56
H -3.82 6.74 0.06
H 2.85 -4.29 1.52
H 3.18 2.92 2.72
```

Output
- E_LUMO (alpha / beta): -1.78 / -2.44 eV
- Multiplicity: 2
- E_HOMO (alpha / beta): -8.02 / -7.91 eV
- Charge: 0
- Energy relative to the best compared isomer or geometry (same formula, charge and spin): 63.5 kcal per mole
- Calculated total energy: -191598.4400 eV

# C5H12O3

A structure of composition C5H12O3 in a non-equilibrium geometry (ωB97M-V/def2-TZVPD, the Open Molecules 2025 dataset).

```
20
Properties=species:S:1:pos:R:3
O 2.28 2.10 0.84
O 0.67 2.94 2.38
O -2.32 -2.48 -2.78
C 0.60 0.65 -0.12
C 1.60 0.92 1.05
C -2.06 -1.75 -1.74
C -0.24 -0.75 0.12
C -0.68 -1.67 -1.07
H -2.78 -2.08 -0.97
H -2.56 -0.73 -2.03
H 1.19 0.65 -1.04
H 0.61 -1.45 0.64
H 0.97 0.81 1.95
H 2.34 0.05 0.89
H 0.08 -1.52 -1.77
H 1.69 2.75 1.72
H 0.00 1.52 -0.37
H -0.93 -0.64 1.05
H -0.46 -2.61 -0.56
H 0.01 3.30 1.81
```

Output
- E_LUMO: 6.73 eV
- Multiplicity: 1
- E_HOMO: 0.54 eV
- Charge: -2
- Energy relative to the best compared isomer or geometry (same formula, charge and spin): 51.1 kcal per mole
- Calculated total energy: -11517.4545 eV

# C2H3FO

A cluster of 2 separate species, C2H3FO in total in a non-equilibrium geometry (ωB97M-V/def2-TZVPD, the Open Molecules 2025 dataset).

```
7
Properties=species:S:1:pos:R:3
F -2.59 -1.49 0.01
O -2.37 1.56 0.00
C -0.23 0.19 -0.02
C -1.47 0.86 -0.02
H -0.27 -0.64 0.69
H 0.59 0.87 0.21
H -0.08 -0.27 -1.00
```

Output
- E_LUMO: -0.78 eV
- Multiplicity: 1
- E_HOMO: -8.88 eV
- Charge: 0
- Energy relative to the best compared isomer or geometry (same formula, charge and spin): 78.2 kcal per mole
- Calculated total energy: -6884.5532 eV

# C10H16

A cluster of 2 separate species, C10H16 in total in a non-equilibrium geometry (ωB97M-V/def2-TZVPD, the Open Molecules 2025 dataset).

```
26
Properties=species:S:1:pos:R:3
C -0.76 -1.06 -2.05
C -1.85 -0.35 -1.47
C 0.46 -0.48 -2.13
C -1.69 1.04 -1.22
C 0.63 0.89 -1.74
C -0.02 -1.31 3.58
C -0.49 1.66 -1.29
C 1.55 -1.29 3.68
C -0.52 -0.34 2.50
C 1.93 1.58 -1.92
H -2.72 -0.83 -1.03
H 0.13 0.53 2.40
H -0.49 -0.88 1.55
H 2.04 -2.17 3.25
H -0.92 -2.02 -2.51
H 1.34 -0.92 -2.57
H -2.57 1.58 -0.89
H -0.32 -1.05 4.59
H 2.68 0.94 -2.36
H 1.82 -1.23 4.73
H 2.33 1.86 -0.93
H -0.32 -2.33 3.39
H -0.34 2.70 -1.02
H -1.51 0.00 2.75
H 1.97 -0.44 3.14
H 1.79 2.47 -2.53
```

Output
- E_LUMO (alpha / beta): -4.61 / -8.10 eV
- Multiplicity: 2
- E_HOMO (alpha / beta): -13.90 / -13.90 eV
- Charge: +1
- Energy relative to the best compared isomer or geometry (same formula, charge and spin): 9.4 kcal per mole
- Calculated total energy: -10620.4661 eV

# C26H43Cl8F3O4

A cluster of 5 separate species, C26H43Cl8F3O4 in total (ωB97M-V/def2-TZVPD, the Open Molecules 2025 dataset).

```
84
Properties=species:S:1:pos:R:3
Cl 1.54 2.94 8.35
Cl -2.98 -4.01 -1.43
Cl -0.24 -2.44 -3.81
Cl -5.58 -3.49 0.67
Cl -2.78 -4.23 -5.17
Cl 4.92 2.12 0.37
Cl 5.34 1.37 -2.94
Cl 4.07 1.08 9.67
F -0.60 2.64 4.94
F -1.51 3.72 3.29
F -1.38 1.55 3.26
O 1.74 -2.68 1.90
O 1.59 -1.72 3.94
O -4.12 0.47 -0.99
O 2.48 -0.23 5.39
C -5.65 -4.27 -0.93
C -4.40 -5.07 -1.23
C 1.68 0.48 3.21
C 2.30 -0.10 -1.48
C 0.61 2.78 2.88
C 5.23 2.99 -2.21
C -0.18 1.48 -4.08
C 1.96 -0.46 4.33
C 0.20 0.79 -2.77
C 1.60 1.16 8.49
C 1.36 -0.73 -0.44
C -3.04 0.09 -3.11
C -0.71 2.67 3.60
C 1.74 1.96 3.48
C 1.68 0.40 -2.80
C 1.05 0.23 0.74
C -0.13 -4.06 -4.54
C 1.41 -0.25 2.12
C -2.67 1.58 -3.17
C -3.87 0.52 0.39
C -3.24 -0.41 -1.68
C 2.32 0.71 9.73
C 1.55 -1.69 2.53
C -1.08 -4.23 -5.70
C 5.85 3.05 -0.84
C -1.67 1.90 -4.29
H 1.71 2.08 4.56
H 0.89 -4.19 -4.88
H 4.19 3.27 -2.18
H 3.04 -0.86 -1.74
H -2.24 -0.50 -3.55
H 2.88 0.70 -1.02
H -2.28 -0.50 -1.16
H -6.51 -4.93 -0.93
H 6.87 2.65 -0.84
H -3.67 -1.42 -1.72
H 1.59 1.16 0.56
H -0.04 1.40 -1.90
H -4.53 -5.62 -2.16
H -2.32 1.94 -2.20
H 2.08 0.78 7.59
H -0.96 -3.43 -6.43
H 0.44 -1.10 -0.89
H -0.01 0.51 0.74
H 1.92 1.18 10.62
H -2.05 1.48 -5.22
H -0.34 -4.79 -3.75
H 2.24 1.29 -3.11
H -4.13 -0.42 0.89
H -4.49 1.31 0.81
H 5.76 3.67 -2.87
H -4.18 -5.77 -0.43
H 1.83 -0.32 -3.61
H -3.96 -0.11 -3.67
H 0.89 3.84 2.90
H 5.88 4.08 -0.49
H 1.86 -1.60 -0.03
H 2.23 -0.37 9.83
H -5.80 -3.49 -1.67
H -1.69 2.99 -4.44
H 0.45 2.36 -4.21
H -0.89 -5.18 -6.19
H -2.82 0.76 0.60
H -3.57 2.15 -3.38
H 2.70 2.37 3.16
H 0.40 2.54 1.84
H 0.09 0.80 -4.89
H -0.39 -0.12 -2.69
H 0.57 0.81 8.51
```

Output
- E_LUMO: -0.62 eV
- Multiplicity: 1
- SMILES string: COCCCCCCCCCCC1=C(CCC(F)(F)F)C(=O)OC1=O.ClCCCl.ClCCCl.ClCCCl.ClCCCl
- E_HOMO: -9.39 eV
- Charge: 0
- Calculated total energy: -144182.7582 eV

# C10H16

A structure of composition C10H16 in a non-equilibrium geometry (ωB97M-V/def2-TZVPD, the Open Molecules 2025 dataset).

```
26
Properties=species:S:1:pos:R:3
C 1.76 0.33 0.52
C -2.85 -0.07 -0.81
C -0.35 -0.51 -0.80
C 2.57 -0.09 -0.64
C -0.34 1.78 0.25
C 0.27 0.70 0.05
C 2.35 1.52 1.27
C -1.72 -1.01 -0.36
C 0.40 -0.90 -1.77
C -1.78 -1.27 1.15
H 0.43 -1.70 -2.49
H -1.12 2.52 0.24
H -2.83 0.08 -1.89
H 1.66 1.84 2.06
H 3.14 0.70 -1.12
H 1.62 -0.51 1.20
H 3.31 1.26 1.72
H -3.82 -0.50 -0.54
H -1.67 -0.35 1.72
H -1.86 -1.96 -0.87
H 3.12 -1.02 -0.55
H 2.50 2.36 0.60
H 1.70 -0.42 -1.51
H -2.74 -1.72 1.42
H -0.99 -1.96 1.46
H -2.77 0.90 -0.32
```

Output
- E_LUMO (alpha / beta): 0.34 / 0.22 eV
- Multiplicity: 1
- E_HOMO (alpha / beta): -7.19 / -7.69 eV
- Charge: 0
- Energy relative to the best compared isomer or geometry (same formula, charge and spin): 148.7 kcal per mole
- Calculated total energy: -10623.2951 eV